{
  "formula": "C5H11CaO4",
  "method": "ωB97M-V/def2-TZVPD",
  "homo_lumo_gap_ev": 8.6,
  "charge": 1,
  "lumo_energy_ha": -0.1414,
  "homo_ev": -12.48,
  "elements": ["C", "C", "O", "H", "H", "H", "H", "H", "O", "C", "O", "O", "C", "H", "H", "H", "C", "H", "H", "H", "Ca"],
  "coordinates": [[0.19174, -2.66841, 0.89715], [0.39284, -2.13244, 2.30511], [1.23424, -1.02385, 2.32509], [-0.34695, -3.62723, 0.92551], [-0.38942, -1.95856, 0.28937], [1.16322, -2.83399, 0.40781], [0.78645, -2.95084, 2.94090], [-0.59541, -1.85172, 2.72036], [0.11836, 1.38250, 0.29529], [0.74388, 1.52856, -0.86026], [1.93243, 1.18608, -0.87373], [0.10269, 2.15327, -1.77813], [-0.30568, 1.42067, -2.95009], [0.23895, 1.87762, -3.77885], [-0.01371, 0.36961, -2.85133], [-1.38941, 1.51798, -3.06870], [-1.24628, 1.80824, 0.48622], [-1.37809, 2.77923, -0.00101], [-1.87031, 1.05190, 0.00588], [-1.44629, 1.84760, 1.56148], [2.07674, 0.12378, 1.00198]],
  "atomic_forces_ev_per_a": [[-0.1, -0.1, -0.1], [-0.4, -0.3, 0.7], [-0.4, -0.6, 0.2], [0.1, 0.3, -0.2], [0.0, -0.1, 0.0], [-0.1, -0.1, 0.1], [-0.1, 0.4, -0.2], [0.3, -0.2, 0.0], [0.4, -0.2, 0.7], [1.2, 0.7, 0.6], [-1.1, 0.3, -1.7], [-0.7, 0.3, -0.1], [0.3, -0.2, -1.0], [-0.3, -0.2, 0.0], [-0.1, 0.2, -0.1], [0.3, 0.0, 0.1], [-0.7, 0.1, -0.4], [-0.1, -0.2, 0.3], [-0.2, 0.2, 0.2], [0.3, 0.0, -0.4], [1.2, -0.2, 1.3]]
}